# 1
C3H6FN3S | ωB97M-V/def2-TZVPD

Properties
HOMO-LUMO gap ... 9.0 eV
HOMO energy ... -9.1 eV
Lowest unoccupied orbital energy ... -0.2 eV
Structure (SMILES) ... [H]/N=C\NNC(=S)CF

Each line ends with the Mulliken charge.
Positions of all 14 atoms, in Å:
S: 3.12235 -0.98948 -0.11333  -0.286
F: 1.25519 2.04900 -0.47239  -0.241
N: -0.71130 -0.10837 -0.40756  -0.177
N: 0.39440 -0.91365 -0.32518  -0.177
N: -3.16382 -0.40072 0.05435  -0.611
C: 1.63284 -0.34331 0.03262  0.128
C: -1.85787 -0.51168 0.18998  0.027
C: 1.49779 1.13048 0.47917  -0.218
H: -0.88082 0.40656 -1.17222  0.127
H: -1.49317 -1.14463 0.94270  0.431
H: 0.44229 -1.87376 -0.85076  0.252
H: -3.36636 0.30566 -0.68612  0.207
H: 0.69793 1.04617 1.33394  0.212
H: 2.43054 1.34776 0.99479  0.327


# 2
C26H24Cl3F3N7O4SSeSiTi | ωB97M-V/def2-TZVPD

Properties
HOMO-LUMO gap (spin up / spin down) ... 6.1 / 6.2 eV
Net charge ... -2
HOMO energy (spin up / spin down) ... -2.4 / -2.4 eV
Lowest unoccupied orbital energy (spin up / spin down) ... 3.8 / 3.8 eV
⟨S²⟩ ... 0.753
Multiplicity ... 2

Each line ends with the Mulliken charge.
Positions of all 71 atoms, in Å:
Se: 0.91356 -3.25350 1.98034  0.005
Ti: 1.24998 -0.50108 1.28618  0.003
Cl: -2.31651 1.75822 3.10607  -0.382
Cl: -3.52802 -0.57634 1.27684  -0.475
Cl: -2.07177 -1.34683 4.11117  -0.367
S: -1.59551 2.16597 -1.22388  -0.248
Si: -1.65940 -0.16959 2.38102  0.874
F: 3.47121 3.88496 1.19905  -0.313
F: 3.59457 1.74471 1.46159  -0.252
F: 3.23981 2.58184 -0.51098  -0.272
O: 3.92797 -2.09012 4.07540  -0.767
O: 0.82065 3.70398 1.17255  -0.699
O: 2.74683 0.02381 -2.54031  -0.822
O: 0.92471 1.48046 0.89290  0.009
N: 2.59219 -0.60987 -0.30665  0.825
N: 0.04817 -1.11018 -0.57302  1.035
N: 3.06419 -1.19292 2.10789  0.829
N: -4.14575 1.55989 -1.31227  -0.095
N: -1.72816 -4.51590 1.31125  -0.732
N: -3.00172 1.66176 -3.38386  0.120
N: 1.46589 0.30836 3.50541  0.353
C: -3.52388 2.32193 -5.65607  -1.514
C: 0.07974 -0.72892 -2.93091  -0.844
C: -1.14236 -1.68966 -0.68669  -0.618
C: -1.16577 -1.32270 -3.04384  -0.309
C: 2.02172 -0.70496 4.17634  0.714
C: 5.42835 -1.81055 1.63243  -0.943
C: 0.72383 1.19632 4.16234  -0.365
C: -1.77291 -1.83733 -1.91094  -1.595
C: -0.72119 -4.00423 1.56918  0.246
C: -5.01679 -0.65488 -2.10085  -0.549
C: 1.40037 2.65019 1.02031  0.041
C: 0.97292 -0.04223 6.19130  -0.323
C: 3.92213 -0.94973 -0.06357  0.031
C: 4.95214 -0.99625 -0.99879  -1.068
C: 4.16405 -1.35848 1.26782  0.464
C: 2.12708 -0.32467 -1.53834  -0.555
C: -4.09086 1.98794 -4.28643  -0.198
C: 0.66410 -0.67083 -1.67772  0.667
C: -3.00056 1.77568 -2.01513  -0.168
C: -5.31324 0.78467 -1.70558  -0.877
C: 2.94511 2.71398 0.79606  0.821
C: 6.21195 -1.44922 -0.61678  -0.613
C: 1.77879 -0.94548 5.51718  -0.882
C: 3.09681 -1.46021 3.42265  -0.353
C: 6.44777 -1.85199 0.68539  -0.556
C: 0.46861 1.06424 5.51821  -0.855
H: -5.94461 -1.18793 -2.32174  0.462
H: 2.23527 -1.80335 5.98728  0.468
H: -5.85435 1.29074 -2.50383  0.263
H: -1.64907 -1.40167 -4.01120  0.391
H: -2.86737 3.19193 -5.60428  0.372
H: 5.59592 -2.13669 2.64606  0.469
H: 0.63373 -0.34738 -3.77610  0.521
H: -1.60123 -2.05561 0.21759  0.906
H: -4.37705 -0.69004 -2.98522  0.087
H: -4.78048 1.14533 -4.38531  0.218
H: -2.08164 1.88542 -3.73405  0.292
H: 4.76119 -0.66033 -2.00520  0.480
H: 0.74318 -0.19193 7.23953  0.383
H: -4.66532 2.83930 -3.90456  0.292
H: -0.15765 1.79437 6.01125  0.398
H: -2.72279 -2.35024 -1.95018  0.737
H: 7.43040 -2.20495 0.97867  0.356
H: 0.30276 2.00271 3.57782  0.586
H: -2.94607 1.48138 -6.04461  0.338
H: -4.49982 -1.16901 -1.29338  0.088
H: -4.32526 2.53914 -6.36263  0.412
H: -3.92716 1.50169 -0.32391  0.233
H: -5.98212 0.80761 -0.84408  0.459
H: 7.00871 -1.48073 -1.35208  0.362


# 3
C38H33CuN6O4PS2 | ωB97M-V/def2-TZVPD

Properties
HOMO-LUMO gap (spin up / spin down) ... 7.7 / 6.3 eV
HOMO energy (spin up / spin down) ... -7.4 / -7.4 eV
Lowest unoccupied orbital energy (spin up / spin down) ... 0.3 / -1.1 eV
⟨S²⟩ ... 0.755
Multiplicity ... 2

Each line ends with the Mulliken charge.
Positions of all 85 atoms, in Å:
Cu: 0.52746 0.71920 -0.08603  0.722
S: 0.57868 1.77212 -2.25198  -0.543
S: -2.65573 0.94129 0.04509  0.860
P: 0.49469 -1.45048 -0.93990  0.824
O: 1.47668 -0.20994 1.41253  -0.497
O: -2.30069 -0.40950 -0.33235  -0.518
O: -3.46895 1.70626 -0.86704  -0.776
O: 0.41250 -0.44685 3.36299  -0.772
N: -1.26638 1.63604 0.42170  0.758
N: 3.52159 0.56790 -4.51593  -0.991
N: 1.13797 2.51146 1.02576  0.625
N: 2.23148 0.94142 -4.25282  0.424
N: 3.56824 1.29197 -1.07718  -1.073
N: 3.22089 1.01605 -2.39015  0.701
C: -1.83346 -2.55850 -2.06867  -0.886
C: -0.39596 -1.37444 -3.57660  -0.232
C: 1.61758 4.94750 2.26622  -0.768
C: -0.19904 -3.08074 2.76750  -0.711
C: -3.63701 0.28849 3.89416  -0.921
C: 3.13978 -2.09167 -0.48326  -0.334
C: 2.00450 1.22908 -2.96547  0.086
C: -0.78498 5.51754 1.98977  -1.007
C: -5.59498 1.12460 2.79818  -0.743
C: 0.13741 -2.59330 0.43542  0.491
C: -0.47269 -4.82277 1.14081  -0.898
C: 4.11113 0.61813 -3.36295  1.177
C: 2.14304 -2.07305 -1.46714  1.044
C: -1.20574 2.93990 0.85852  0.557
C: -2.24680 3.83017 1.03562  -0.951
C: -2.02390 5.10545 1.58886  -0.890
C: 2.32249 2.80295 1.50321  -0.108
C: 0.68869 -0.82449 2.23827  -0.002
C: 2.44685 -2.56248 -2.73568  -0.480
C: 2.61430 4.02378 2.13490  -1.236
C: 0.31217 4.64272 1.82435  0.945
C: -0.64578 -1.86601 -2.29621  1.214
C: -2.71969 -2.79250 -3.10727  -0.848
C: -2.92423 0.37814 2.71113  -0.381
C: 5.53395 0.32195 -3.08790  -1.188
C: 4.69469 -3.07150 -2.03675  -0.852
C: 0.11104 3.38113 1.22356  0.179
C: -3.56052 0.84459 1.56837  -0.155
C: 3.71714 -3.05063 -3.01843  -0.602
C: -5.73624 0.58943 5.25398  -1.523
C: -2.44595 -2.32657 -4.38407  -0.737
C: -4.89180 1.22491 1.60608  -0.558
C: 4.40222 -2.58816 -0.76781  -0.605
C: -0.51947 -4.39002 2.46010  -0.702
C: -0.14998 -3.92677 0.13747  -0.584
C: -1.28357 -1.60872 -4.61557  -0.811
C: 0.15938 -2.17580 1.77111  0.474
C: -4.97929 0.65851 3.95513  0.983
H: 5.67820 -3.46700 -2.25623  0.371
H: 3.07685 2.13774 -0.80110  0.322
H: -3.64077 -3.32353 -2.90706  0.421
H: -6.63803 1.41690 2.82795  0.363
H: 0.49413 -0.79340 -3.76917  -0.039
H: -1.87629 0.11056 2.69320  0.437
H: 5.15486 -2.60852 0.00984  0.448
H: -5.36361 1.59332 0.70549  0.508
H: 1.56227 1.03121 -4.99828  0.254
H: -0.12999 -4.26366 -0.89144  0.583
H: 6.01131 0.01166 -4.01327  0.351
H: -0.19140 -2.72428 3.78806  0.548
H: -2.87474 5.76430 1.70927  0.407
H: 3.26067 0.52713 -0.47569  0.063
H: -3.14434 -2.50524 -5.19110  0.391
H: 1.68937 -2.59894 -3.50533  0.504
H: 5.61668 -0.47242 -2.34846  0.179
H: -5.62966 1.52350 5.80987  0.284
H: -3.24933 3.55461 0.74617  0.521
H: 3.93324 -3.42681 -4.00986  0.451
H: -0.78566 -5.08089 3.24948  0.411
H: 3.61414 4.20776 2.50165  0.415
H: -5.36107 -0.21425 5.88677  0.372
H: 2.90712 -1.72403 0.50919  0.350
H: 6.03138 1.20741 -2.69301  0.338
H: -2.09276 -2.88121 -1.07241  0.517
H: -0.62743 6.48831 2.44102  0.379
H: -6.80007 0.42607 5.08420  0.382
H: 3.08819 2.04039 1.41864  0.556
H: -0.69319 -5.85258 0.89184  0.439
H: 1.80264 5.90746 2.73309  0.410
H: -1.06996 -1.22149 -5.60355  0.438
H: -3.13641 -0.06783 4.78658  0.443


# 4
C26H39BN3O8S2V | ωB97M-V/def2-TZVPD

Properties
HOMO-LUMO gap (spin up / spin down) ... 8.5 / 8.9 eV
Net charge ... +1
HOMO energy (spin up / spin down) ... -11.0 / -11.0 eV
Lowest unoccupied orbital energy (spin up / spin down) ... -2.5 / -2.1 eV
⟨S²⟩ ... 0.821
Multiplicity ... 2

Each line ends with the Mulliken charge.
Positions of all 80 atoms, in Å:
V: 0.82628 -0.76908 -0.60671  -0.197
S: 4.33757 -0.17559 0.45010  0.831
S: 1.83123 -1.01451 -2.66594  -0.458
O: -1.14857 -1.39059 3.02116  -0.255
O: 3.19234 -0.65899 -0.29691  -0.383
O: -1.62646 0.20492 -8.41961  -0.478
O: -2.35061 -2.43832 1.35792  -0.938
O: 5.63214 -0.21154 -0.14053  -0.690
O: -0.03531 -2.11891 0.97898  -0.975
O: -2.08541 2.00998 -7.22328  -0.539
O: 1.00917 -0.16218 1.35987  -0.698
N: -1.11398 -1.43767 -1.45222  -0.155
N: -0.13283 1.16781 -0.47967  0.188
N: 4.42798 -1.07310 1.80125  -0.332
C: -3.33429 -2.00150 2.35346  1.629
C: -2.44403 -1.74149 3.61457  1.344
C: 0.71686 0.89476 -4.29202  -0.433
C: 2.87952 3.55007 0.27487  -0.720
C: -0.66360 0.41589 -6.20402  0.525
C: 3.25855 -1.32707 2.63867  -0.775
C: 2.24085 -2.21827 1.92871  -0.954
C: 3.92566 1.48664 0.88729  0.344
C: -1.95742 -0.55072 -2.29374  0.115
C: 3.32587 4.14808 1.45386  0.825
C: 3.16945 2.22642 -0.01033  -0.836
C: 2.97835 5.57147 1.77413  -1.535
C: -2.89534 -0.58781 4.48575  -1.791
C: -0.05215 1.33464 -5.35148  -0.540
C: -2.21135 -2.98940 4.45059  -1.941
C: -4.36561 -3.09852 2.52105  -1.789
C: -1.14229 1.69337 -1.42104  -0.656
C: 1.15740 -1.41389 1.27594  2.191
C: 0.26929 -1.38537 -4.90264  -0.577
C: 0.85679 -0.47020 -4.03510  0.222
C: -2.31173 0.73464 -1.56954  -0.402
C: -3.97677 -0.73662 1.80789  -1.993
C: 4.09669 3.38796 2.32922  -0.876
C: -1.51694 0.95974 -7.31017  0.547
C: -0.48560 -0.94406 -5.98032  -0.709
C: 4.40424 2.06603 2.04871  -0.454
B: -1.14896 -1.96811 1.79991  1.512
H: -3.09842 1.24020 -2.13230  0.541
H: -4.94939 -3.19761 1.60681  0.457
H: -2.20066 -0.46786 5.31590  0.457
H: -0.86646 -2.25934 -2.00170  0.269
H: -5.05088 -2.85582 3.33393  0.354
H: 0.38865 -2.44698 -4.72699  0.460
H: -1.88543 -3.83052 3.83711  0.330
H: -0.66583 1.84793 -2.38698  0.158
H: 1.77261 -2.90947 2.63277  0.384
H: 2.78592 -0.39023 2.94680  0.377
H: 5.01679 1.50022 2.73941  0.403
H: -3.24187 0.06209 1.69216  0.298
H: -2.74061 0.50913 -0.58666  -0.245
H: 4.47139 3.83775 3.23951  0.425
H: 2.31550 4.13947 -0.43898  0.417
H: -2.93265 0.34812 3.93363  0.358
H: -4.76347 -0.37676 2.46943  0.413
H: -2.86686 -1.08369 -2.58285  0.518
H: 3.77800 6.05660 2.33157  0.409
H: -1.41132 -0.32066 -3.20285  -0.462
H: 2.07600 5.61676 2.38706  0.299
H: -1.50347 2.66355 -1.06970  0.507
H: -1.01826 -0.54337 -8.39307  0.332
H: -1.70118 -1.79374 -0.69693  0.195
H: 1.22563 1.60742 -3.65474  0.560
H: -0.19197 2.39065 -5.53975  0.477
H: -3.88378 -0.79022 4.90028  0.358
H: -3.11795 -3.28164 4.97904  0.390
H: 2.79384 6.14682 0.86824  0.376
H: 0.63474 1.83131 -0.38352  -0.089
H: 3.62460 -1.82602 3.53325  0.522
H: 2.85133 1.77825 -0.94590  0.906
H: -0.96533 -1.67917 -6.61665  0.367
H: -0.53274 1.13390 0.45731  0.289
H: 2.74912 -2.82614 1.17770  0.290
H: 5.32497 -1.01143 2.25942  0.317
H: -3.89694 -4.05604 2.73435  0.385
H: -4.42267 -0.95115 0.83657  0.523
H: -1.43792 -2.78121 5.18871  0.479


# 5
C4H13NO2 | ωB97M-V/def2-TZVPD

Properties
HOMO-LUMO gap ... 8.7 eV
HOMO energy ... -8.4 eV
Lowest unoccupied orbital energy ... 0.4 eV
Structure (SMILES) ... C/C=C/CN.O.O

Each line ends with the Mulliken charge.
Positions of all 20 atoms, in Å:
O: 2.34969 -1.38565 0.47763  -0.605
O: -0.40111 -2.97126 -2.56240  -0.639
N: 1.78463 1.98821 0.12708  -0.647
C: -0.21667 0.58198 0.51348  -0.239
C: 0.91429 1.26230 1.12906  -0.229
C: -2.57889 0.67097 -0.31186  -0.976
C: -1.53140 0.68948 0.87998  -0.178
H: -0.40070 -3.57396 -1.82761  0.312
H: 2.69849 -1.65060 -0.36480  0.309
H: 0.22431 -0.27758 -0.31117  -0.030
H: -3.69008 0.61477 0.10106  0.291
H: 2.19039 2.55322 0.84349  0.256
H: 0.55150 2.11304 1.86243  0.375
H: 2.38822 1.22633 -0.36897  0.263
H: -2.18827 1.27599 -1.08480  0.361
H: -1.78458 0.86749 1.89538  0.428
H: 1.56119 -1.86552 0.58794  0.297
H: -2.55878 -0.35308 -0.87037  0.175
H: -0.77695 -2.19621 -2.26281  0.319
H: 1.46473 0.43008 1.54726  0.159


# 6
C5H15N3 | ωB97M-V/def2-TZVPD

Properties
HOMO-LUMO gap (spin up / spin down) ... 8.6 / 8.6 eV
Net charge ... +2
HOMO energy (spin up / spin down) ... -19.1 / -19.1 eV
Lowest unoccupied orbital energy (spin up / spin down) ... -10.4 / -10.5 eV

Each line ends with the Mulliken charge.
Positions of all 23 atoms, in Å:
N: -0.09925 0.91906 -0.39743  0.035
N: 0.97998 -1.97922 0.53324  -0.193
N: -1.90395 -0.61273 -0.37297  -0.137
C: -0.64619 -0.37908 -0.22092  -0.077
C: -0.97966 2.13873 -0.33885  -1.095
C: 0.35448 0.68588 -1.83634  -0.869
C: 1.12523 1.07636 0.48478  -0.730
C: 0.73103 -2.51565 1.84426  -0.614
H: -1.64524 2.11291 -1.22632  0.462
H: -0.62297 0.55694 -2.57678  0.381
H: 1.78205 1.84294 0.02583  0.387
H: 0.53436 -1.75193 2.53357  0.339
H: 1.70396 0.13853 0.67905  0.317
H: 1.10175 1.42942 -2.15899  0.409
H: -2.52212 0.21604 -0.22332  0.297
H: -0.39571 3.02569 -0.30398  0.339
H: -1.49220 2.15898 0.53798  0.567
H: -0.02912 -3.27355 1.92148  0.353
H: 1.79181 -2.87155 1.97815  0.337
H: -2.13155 -1.60179 -0.25810  0.333
H: 0.72419 -2.53320 -0.22785  0.302
H: 0.88732 -0.21740 -1.87733  0.442
H: 0.75181 1.43462 1.48084  0.416